Record 1
Below is a cluster of 2 separate species, C10H9ClNO3 in total, with properties calculated with the ωB97M-V functional and the def2-TZVPD basis.

```
24
Properties=species:S:1:pos:R:3:forces:R:3
C 0.78231 -1.62218 -0.42720 0.8 0.1 -0.6
C 1.25297 -0.52567 -1.05873 -0.3 -0.6 0.6
C 0.62476 -0.03748 -2.30833 0.2 0.3 -0.7
O 0.95418 0.98450 -2.87081 -0.1 -0.4 0.4
H 1.24586 -2.00847 0.47974 -0.2 0.2 -0.2
Cl -0.36565 -2.72869 -1.09832 -0.2 0.2 0.2
C 2.41695 0.18634 -0.47315 0.1 0.3 0.3
C 2.43283 0.50725 0.89036 0.2 -0.2 0.0
C 3.55713 1.09721 1.46524 0.0 0.1 -0.1
C 4.66220 1.40952 0.67557 0.0 0.0 0.0
C 4.64652 1.11077 -0.68803 -0.1 0.0 0.1
C 3.53226 0.50424 -1.26101 -0.1 0.0 0.0
H -0.16216 -0.68451 -2.74058 0.0 0.1 0.2
H 1.56992 0.26513 1.51536 0.2 0.1 -0.2
H 3.56188 1.32500 2.53233 0.0 0.0 -0.3
H 5.53548 1.88876 1.12112 -0.3 -0.2 -0.1
H 5.50733 1.35649 -1.31220 -0.3 -0.1 0.2
H 3.53398 0.26259 -2.32475 0.0 0.1 0.3
C -2.48499 -1.18843 1.21869 -0.1 0.6 -0.1
H -1.87211 -0.55755 1.85869 -0.2 -0.3 -0.3
H -2.98085 -0.87897 0.30214 0.2 -0.2 0.3
N -2.81628 -2.45686 1.71115 -0.1 -0.8 0.2
O -2.28158 -2.83582 2.75061 0.1 0.3 -0.1
O -3.61755 -3.13453 1.07275 0.1 0.3 -0.1
```
Positions in Å, forces in eV/Å.

Computed properties:
M ... 226.64 g/mol
Spin multiplicity ... 2
HOMO energy (alpha / beta) ... -9.33 / -9.32 eV
E_LUMO (alpha / beta) ... -0.017 / -0.086 hartree
Relative energy (zero: lowest compared OMol25 entry of this formula, charge and spin) ... 91.6 kJ/mol
Electronic energy ... -30665.381 eV


Record 2
Below is a structure of composition C10H9F6N5O4PmS7, with properties calculated with the ωB97M-V functional and the def2-TZVPD basis.

```
42
Properties=species:S:1:pos:R:3:forces:R:3
Pm 9.58193 8.76881 9.15236 0.4 2.8 0.2
C 5.17559 10.44569 9.49815 -0.7 1.8 -0.4
C 6.42762 9.74070 9.81176 1.4 0.1 -1.7
N 7.23829 9.37439 8.83876 -1.2 -0.1 0.6
N 6.64630 9.43723 7.64742 0.7 0.2 -2.7
C 7.40091 9.21637 6.53812 -0.2 -0.1 2.1
N 6.78738 9.47776 5.37027 -0.3 -0.6 -1.2
S 9.01348 8.61184 6.35699 -0.2 -0.1 0.6
C 6.93800 9.58750 11.12690 0.7 0.1 2.5
C 6.10506 9.75087 12.26298 0.1 1.1 0.2
C 6.63513 9.65725 13.56112 0.7 -1.6 -2.9
C 7.97429 9.16142 13.67277 -2.5 1.8 0.8
C 8.75595 9.23507 12.54963 -0.4 0.2 -0.9
N 8.27304 9.39570 11.29482 -0.7 -0.3 0.5
H 5.35782 11.04839 8.58920 -0.1 -1.0 -0.1
H 4.95541 11.33850 10.14630 -0.1 -1.5 0.4
H 4.34842 9.73747 9.31675 0.0 0.7 0.2
H 5.83804 9.82435 5.34833 0.1 -0.2 0.3
H 7.06656 8.82104 4.63866 -0.2 0.8 0.2
H 5.08130 10.15903 12.11712 0.8 -0.6 0.1
H 5.92782 9.88948 14.31519 0.0 -0.1 1.2
H 8.29298 8.98966 14.68297 0.8 -0.1 0.0
H 9.82031 9.29680 12.61858 0.7 -0.5 -0.1
F 14.31363 7.68758 9.85580 -1.6 -1.1 0.7
C 13.16910 7.14390 10.43256 0.8 2.5 -0.9
F 13.45869 6.00785 11.00566 0.3 -0.2 0.9
F 12.73644 8.10267 11.32325 0.4 -2.4 -1.4
S 11.98594 6.69974 9.01192 1.6 -0.6 1.5
O 11.71190 7.99649 8.42752 1.1 -0.3 -1.6
O 12.64105 5.57918 8.35099 -1.5 1.9 0.6
N 10.68812 6.47191 9.89941 -0.8 -1.3 0.3
S 9.36120 5.59356 9.72376 -1.0 2.4 -0.2
O 8.31942 6.62902 9.32032 1.6 -2.8 0.8
O 9.47585 4.33817 9.03300 -0.3 1.0 0.8
C 8.92322 5.31285 11.58562 -0.4 -0.4 -0.1
F 8.02285 4.30646 11.60002 -0.1 1.0 0.0
F 8.45247 6.42086 12.21562 0.3 -1.4 -1.2
F 9.96282 4.87438 12.26633 0.5 0.2 -0.1
S 10.12569 11.70785 7.91382 -0.1 -2.8 -1.5
S 9.98912 13.04972 9.26539 -0.4 2.4 1.9
S 10.60032 12.22744 11.22540 -0.6 0.2 -0.3
S 11.43456 10.50915 10.66868 0.3 -1.2 -0.1
```
Positions in Å, forces in eV/Å.

Computed properties:
M ... 746.67 g/mol
Net charge ... -1
Spin multiplicity ... 5
HOMO energy (alpha / beta) ... -2.51 / -2.52 eV
E_LUMO (alpha / beta) ... 0.060 / 0.060 hartree
Relative energy (zero: lowest compared OMol25 entry of this formula, charge and spin) ... 83.9 kJ/mol
Electronic energy ... -134865.784 eV


Record 3
Below is the molecule C10H9IO3, with properties calculated with the ωB97M-V functional and the def2-TZVPD basis.

```
23
Properties=species:S:1:pos:R:3:forces:R:3
C -0.63975 0.65152 2.34299 -2.0 0.9 0.9
C -1.66244 1.32259 2.12105 1.2 -0.8 2.3
C -0.06772 -1.92476 -0.63879 0.9 1.4 -0.9
C -0.35429 -0.61085 -0.68400 -1.0 -0.2 -1.0
C 0.65645 -2.82640 0.23221 -0.2 -0.5 1.2
C 0.62785 -2.57385 1.53143 0.5 -0.3 0.6
C 0.37582 0.18633 1.60268 -1.1 0.1 0.6
C -2.11134 1.54878 0.78413 -3.3 0.7 -1.9
C 0.03082 0.57076 0.22629 1.4 -0.7 -3.7
C 1.24263 1.23051 -0.50272 0.5 -0.7 0.9
O -0.93273 1.54321 0.00061 -0.8 0.1 0.3
O 1.10560 -4.04940 -0.26462 -0.3 0.6 1.3
O -2.69530 2.78701 0.42908 2.7 1.2 0.2
I 1.20131 -3.62324 3.20409 -0.1 0.4 -0.6
H -0.16645 -2.37499 -1.58251 -1.0 -0.8 -1.3
H -0.95814 -0.26871 -1.63521 1.4 -0.5 2.0
H 1.24314 -0.26956 1.88448 2.2 -0.9 0.5
H -2.97063 0.81986 0.52040 1.7 0.5 0.1
H 2.18788 0.76339 -0.18525 -0.3 -0.1 -0.4
H 1.30919 2.26683 -0.16850 -0.2 0.0 -0.4
H 1.06470 1.09575 -1.56832 0.4 0.5 0.0
H 1.30432 -4.02241 -1.19032 0.1 0.3 -0.8
H -1.83974 3.36344 0.32235 -2.5 -1.1 0.3
```
Positions in Å, forces in eV/Å.

Computed properties:
M ... 304.08 g/mol
Spin multiplicity ... 1
HOMO energy (alpha / beta) ... -8.60 / -8.01 eV
E_LUMO (alpha / beta) ... -0.026 / -0.040 hartree
Relative energy (zero: lowest compared OMol25 entry of this formula, charge and spin) ... 436.2 kJ/mol
Electronic energy ... -24749.214 eV


Record 4
Below is the molecule C10H9N, with properties calculated with the ωB97M-V functional and the def2-TZVPD basis.

```
20
Properties=species:S:1:pos:R:3:forces:R:3
C 2.04753 1.98463 -0.06834 -0.4 2.0 1.8
C 1.40548 0.60512 0.07414 1.7 0.4 -0.9
C 2.29508 -0.48021 -0.02440 -1.0 1.8 -0.2
C 1.68515 -1.73718 -0.03227 -0.1 0.2 0.7
N 0.38707 -1.95950 0.04175 0.4 -0.4 -0.4
C -0.46237 -0.91111 0.03107 -1.1 -0.5 0.0
C -1.90509 -1.17088 -0.05012 3.2 -1.8 0.6
C -2.73709 -0.15038 -0.01688 -3.1 2.1 -0.4
C -2.31147 1.22602 0.01384 0.9 0.2 -0.8
C -0.93199 1.47901 0.06425 -2.2 -1.1 -0.2
C -0.01059 0.41071 0.07819 0.9 -0.4 0.3
H 2.16370 2.55640 0.98672 -0.4 -1.4 -2.2
H 1.40524 2.71517 -0.68850 1.3 -1.2 0.7
H 3.10115 1.89796 -0.43138 -1.1 0.2 0.0
H 3.40074 -0.27744 -0.16352 -1.5 -0.6 0.3
H 2.35714 -2.56315 -0.00398 0.1 -1.0 -0.2
H -2.15398 -2.23542 -0.07403 -0.3 0.5 -0.1
H -3.85406 -0.28950 -0.11156 1.4 -0.1 0.2
H -3.12816 1.97503 -0.22476 1.5 -0.6 0.8
H -0.44907 2.40309 0.00187 -0.2 1.7 0.0
```
Positions in Å, forces in eV/Å.

Computed properties:
M ... 143.19 g/mol
Spin multiplicity ... 1
HOMO energy ... -8.65 eV
E_LUMO ... 0.008 hartree
Relative energy (zero: lowest compared OMol25 entry of this formula, charge and spin) ... 74.7 kJ/mol
Electronic energy ... -12005.426 eV
SMILES ... Cc1ccnc2ccccc12


Record 5
Below is a structure of composition C10H9N2O, with properties calculated with the ωB97M-V functional and the def2-TZVPD basis.

```
22
Properties=species:S:1:pos:R:3:forces:R:3
C -1.34877 1.17055 -2.46202 -0.8 0.3 -0.2
C -2.18998 0.42110 -1.69751 -1.8 -2.1 1.0
C -0.00981 1.16695 -2.13139 -0.1 1.1 -1.7
C -1.63638 -0.33357 -0.66958 -1.8 0.0 1.1
C 0.50203 0.55377 -0.99349 -0.8 1.6 -2.1
C -0.35417 -0.14853 -0.14604 0.0 -0.1 -0.8
C 0.07468 -1.31935 2.95721 -1.4 -0.7 0.7
C -0.52325 -1.72773 1.83168 0.9 1.2 -0.2
C 2.70789 0.05606 -0.23500 1.0 -0.3 1.0
C 0.69679 -0.17765 2.25759 1.7 -0.5 -0.5
N 1.93165 0.81126 -0.89373 0.4 -0.6 1.2
N 0.06995 -0.74104 0.99024 1.9 -1.0 1.4
O 3.47662 -0.50291 0.39258 -0.7 0.2 -0.7
H -1.84910 1.69065 -3.26530 0.9 0.4 -0.4
H -3.33309 0.26990 -1.84056 2.3 0.6 -0.1
H 0.59022 1.69024 -2.90208 0.3 -0.3 1.0
H -2.37171 -0.96279 -0.13937 0.8 0.3 0.1
H 0.15519 -1.70461 3.96983 -0.1 0.2 -0.4
H -1.10968 -2.47427 1.40149 -1.0 -1.3 0.0
H 0.33067 0.80973 2.32012 -0.4 1.2 0.9
H 1.81065 -0.23674 2.45586 -0.9 0.3 -1.1
H 2.37961 1.68898 -1.20053 -0.6 -0.4 -0.1
```
Positions in Å, forces in eV/Å.

Computed properties:
M ... 173.20 g/mol
Net charge ... +1
Spin multiplicity ... 1
HOMO energy ... -11.62 eV
E_LUMO ... -0.177 hartree
Relative energy (zero: lowest compared OMol25 entry of this formula, charge and spin) ... 323.1 kJ/mol
Electronic energy ... -15532.864 eV


Record 6
Below is the molecule C10H9N3O, with properties calculated with the ωB97M-V functional and the def2-TZVPD basis.

```
23
Properties=species:S:1:pos:R:3:forces:R:3
N -3.06746 1.85760 -0.67396 0.1 0.5 0.0
C -2.44829 0.66170 -0.31930 -0.2 -0.1 0.2
C -3.15004 -0.31315 0.40210 0.0 -0.2 0.1
C -2.54328 -1.51918 0.72171 -0.1 0.1 -0.1
C -1.23361 -1.77876 0.34476 0.2 -0.2 0.0
C -0.56008 -0.80738 -0.37093 0.0 0.1 -0.1
O 0.71978 -1.12295 -0.83630 -0.3 0.0 0.0
C 1.78854 -0.46867 -0.34384 0.6 0.1 -0.1
C 3.03281 -0.79722 -0.94138 -0.2 -0.1 0.0
N 4.15427 -0.23942 -0.54042 -0.3 0.1 0.2
C 4.04485 0.66130 0.45461 0.0 0.0 0.0
C 2.82830 0.97948 1.02089 0.0 0.2 0.2
N 1.67719 0.41213 0.62179 0.2 -0.1 -0.1
C -1.14500 0.39960 -0.72542 0.3 -0.2 0.0
H -3.85108 2.12838 -0.09061 0.2 -0.1 -0.1
H -2.42648 2.63424 -0.81811 -0.3 -0.3 0.0
H -4.17817 -0.14063 0.71456 0.2 0.1 -0.1
H -3.10941 -2.27517 1.25513 0.1 0.1 0.0
H -0.74182 -2.72393 0.57272 -0.1 0.3 0.0
H 3.07133 -1.52920 -1.74987 0.0 0.2 0.2
H 4.95760 1.14103 0.79260 -0.1 -0.1 0.0
H 2.76573 1.72135 1.82733 0.0 -0.3 -0.4
H -0.58568 1.11886 -1.31806 -0.1 -0.1 0.1
```
Positions in Å, forces in eV/Å.

Computed properties:
M ... 187.20 g/mol
Spin multiplicity ... 1
HOMO energy ... -8.27 eV
E_LUMO ... 0.023 hartree
Relative energy (zero: lowest compared OMol25 entry of this formula, charge and spin) ... 0.0 kJ/mol
Electronic energy ... -17033.566 eV
SMILES ... Nc1cccc(Oc2cnccn2)c1


Record 7
Below is the molecule C10H9N5, with properties calculated with the ωB97M-V functional and the def2-TZVPD basis.

```
24
Properties=species:S:1:pos:R:3:forces:R:3
C -2.80717 2.59436 -1.63520 -1.6 -0.1 1.6
N -1.49080 2.12390 -1.34936 2.5 -0.2 2.4
N -0.51478 2.71130 -0.57876 -1.6 1.4 -1.1
N 0.49778 1.91334 -0.57205 0.0 1.5 0.6
C 0.14849 0.85726 -1.24513 -2.1 -2.0 -1.3
C 0.92602 -0.41704 -1.25769 0.7 1.1 1.8
C 2.35185 -0.16841 -1.57215 1.2 0.0 -0.2
N 3.48984 0.02477 -1.69641 -1.7 -0.3 0.0
C 0.82039 -0.92833 0.18701 1.1 -0.4 1.1
C 0.08676 -2.11044 0.36040 -1.6 1.3 -1.1
C 0.00975 -2.61608 1.63603 -0.3 -0.6 -1.4
C 0.70302 -2.13844 2.67353 0.6 0.7 2.0
C 1.40009 -0.94592 2.56355 0.8 1.0 0.4
C 1.48941 -0.29870 1.32073 -2.3 -3.7 -0.4
N -1.13266 0.91233 -1.65966 1.3 -0.6 -1.2
H -3.33135 1.72266 -2.03079 -0.1 0.2 0.2
H -3.34751 3.02250 -0.73787 0.8 -0.8 -0.7
H -2.82813 3.36080 -2.35289 0.4 1.0 -1.1
H 0.44967 -1.18490 -1.82316 0.0 -0.2 -1.0
H -0.71853 -2.46574 -0.41568 2.1 0.5 1.2
H -0.61676 -3.42060 1.79963 -1.2 -1.7 0.3
H 0.60355 -2.64631 3.63190 0.2 0.2 -0.1
H 1.85374 -0.51077 3.50456 -0.4 -0.4 -1.4
H 1.95731 0.60845 1.24946 1.2 2.0 -0.5
```
Positions in Å, forces in eV/Å.

Computed properties:
M ... 199.22 g/mol
Spin multiplicity ... 1
HOMO energy ... -9.43 eV
E_LUMO ... 0.024 hartree
Relative energy (zero: lowest compared OMol25 entry of this formula, charge and spin) ... 70.4 kJ/mol
Electronic energy ... -17963.887 eV
SMILES ... Cn1nnc([C@@H](C#N)c2ccccc2)n1


Record 8
Below is the molecule C10H9N5O6, with properties calculated with the ωB97M-V functional and the def2-TZVPD basis.

```
30
Properties=species:S:1:pos:R:3:forces:R:3
C -2.17040 2.40275 0.42405 -0.3 -0.1 0.0
C -0.70210 2.32295 0.35360 1.2 -0.9 -0.9
N 0.02349 1.27717 -0.04843 -0.4 2.4 1.4
C 1.45505 1.53699 0.21527 -0.1 -0.5 -0.1
C 1.41724 3.01573 0.49796 0.9 1.1 -0.1
O 0.01474 3.38655 0.65744 -0.2 -1.0 0.0
H -2.61751 1.40292 0.48257 0.1 0.4 0.0
H -2.45498 2.98952 1.30494 0.1 -0.1 -0.2
H -2.53097 2.92626 -0.47204 0.1 -0.1 0.2
H 1.84298 0.98030 1.07926 -0.5 -0.2 -0.2
H 2.05315 1.26782 -0.65795 -0.2 0.1 0.1
H 1.94350 3.30377 1.40999 -0.2 -0.1 -0.1
H 1.83553 3.59567 -0.33186 -0.3 0.0 0.2
O 1.27069 -4.58397 1.38752 -0.3 1.2 -1.4
N 1.29797 -4.02018 0.27917 0.8 -1.1 -0.4
O 1.88015 -4.52294 -0.71230 -0.9 0.9 1.4
C 0.66593 -2.72910 0.09198 0.9 -0.5 -1.3
C 0.76426 -2.08890 -1.16302 -0.1 -0.8 1.6
C 0.23176 -0.83485 -1.36100 -0.8 1.1 -0.4
N -0.09459 -0.43995 -2.70497 0.0 -0.7 -1.0
O 0.26035 -1.17312 -3.65046 -0.3 1.1 1.3
O -0.77783 0.59405 -2.88429 0.8 -0.7 0.6
C -0.51659 -0.03332 -0.30147 -0.8 -1.2 -0.9
C -0.64197 -0.82506 0.95809 -1.5 -0.4 2.1
N -1.48248 -0.52592 1.96459 0.8 -2.8 -1.2
O -1.62537 -1.78007 2.64763 1.0 1.5 -0.7
N -0.81741 -2.77390 2.13307 0.9 2.8 -1.9
C -0.17488 -2.15342 1.08825 -1.4 -1.8 1.9
H 1.20264 -2.61878 -2.00437 0.0 0.1 0.2
H -1.55235 0.10105 -0.68322 0.7 0.2 0.1
```
Positions in Å, forces in eV/Å.

Computed properties:
M ... 295.21 g/mol
Spin multiplicity ... 1
HOMO energy ... -7.94 eV
E_LUMO ... -0.031 hartree
Electronic energy ... -30241.655 eV